Arrangement P

The following is a quantum chemistry calculation of a cluster of 4 separate species, C4H15NO3 in total, from the Open Molecules 2025 dataset.

```
! wB97M-V def2-TZVPD RIJCOSX def2/J DEFGRID3
* xyz 1 2
C 0.65932 0.87281 -3.36925
C -0.56633 0.27340 -2.75426
C -0.28098 -0.77539 -1.66531
C -0.50365 -0.62846 -0.33753
N -0.12235 -1.47854 0.69716
H 1.28272 1.29591 -2.57365
H 0.24744 1.59215 -4.11710
H 1.24019 0.01196 -3.77560
H -1.09567 1.12802 -2.27318
H -1.40236 -0.04965 -3.51623
H 0.35404 -1.67047 -1.97223
H -0.75348 0.29355 0.09128
H -0.72919 -1.42425 1.61176
H 0.10799 -2.44218 0.30164
H -1.13245 0.13165 3.27268
H -2.01565 -1.02557 3.83868
O -1.74739 -0.61913 2.98637
H -0.21498 2.32844 2.72688
H 0.81541 1.19193 2.64829
O 0.04481 1.50458 3.23694
H 1.26250 -0.53892 1.25798
H 2.65612 -0.22475 2.02880
O 1.89396 0.25289 1.65588
*
```

⟨S²⟩: 0.760
E_LUMO (spin up / spin down): -3.8 / -7.8 eV
HOMO energy (spin up / spin down): -0.5380 / -0.5380 hartree

=====

Arrangement Q

The following is a quantum chemistry calculation of a cluster of 3 separate species, C4H15NO3 in total, from the Open Molecules 2025 dataset.

```
! wB97M-V def2-TZVPD RIJCOSX def2/J DEFGRID3
* xyz 1 2
C 1.06339 -0.25225 -1.79963
N -0.29276 0.18293 -2.07973
C -1.44214 -0.31600 -1.34721
C -1.46437 0.10420 0.10854
C -2.55016 -0.64642 0.91272
O -2.06254 -1.07655 2.17543
H 1.73390 0.39294 -2.37111
H 1.26993 -0.12513 -0.75061
H 1.15430 -1.30242 -2.07021
H -0.47763 0.17601 -3.09231
H -2.34361 0.01960 -1.85311
H -1.41427 -1.41098 -1.46294
H -0.52323 -0.09852 0.60827
H -1.62280 1.17532 0.23185
H -2.86806 -1.52759 0.36153
H -3.41174 -0.03101 1.15851
H -1.42503 -1.79727 2.05776
H 2.03594 3.73646 1.02449
H 1.39139 2.56902 0.28032
O 1.40508 3.01607 1.13402
H 3.44847 -0.98492 1.40428
H 4.63714 -1.81804 0.86646
O 3.92463 -1.22783 0.60647
*
```

⟨S²⟩: 0.754
E_LUMO (spin up / spin down): -3.4 / -8.1 eV
HOMO energy (spin up / spin down): -0.5129 / -0.5119 hartree

=====

Stability summary - winner: arrangement P; margin: 45.4 kJ/mol.